Record 1
{"formula": "C2H3ClO2S", "method": "wB97M-V/def2-TZVPD", "symbols": ["C", "C", "O", "O", "S", "Cl", "H", "H", "H"], "xyz": [[-0.253364, 0.356656, -0.313242], [-1.340153, -0.067638, 0.658651], [2.449719, -0.312684, 0.136508], [-1.834476, 0.467388, 1.631641], [1.520790, 0.956677, -0.103909], [-1.944563, -1.667204, 0.298697], [-0.392506, -0.277817, -1.165344], [-0.678935, 1.297331, -0.508393], [2.473487, -0.752710, -0.634610]], "atomic_forces_ev_per_a": [[0.32, 0.05, 0.63], [-0.10, 0.00, 3.55], [0.25, 1.01, 4.37], [1.50, -0.15, -2.38], [-2.39, 1.08, 0.23], [-0.28, -0.82, -0.49], [0.39, -0.18, -0.58], [-0.29, 1.78, -1.05], [0.61, -2.77, -4.29]], "lowdin_charge": [-0.43, -0.83, -0.42, 0.02, 0.90, 0.68, 0.05, 0.05, -0.03], "relative_energy_kj_mol": 102.6, "e_homo_ev": -9.529, "fmax_ev_per_a": 5.1, "lumo_energy_ev": 0.109, "homo_lumo_gap_ev": 9.64}

Record 2
{"formula": "C40H78BN5O8", "method": "wB97M-V/def2-TZVPD", "symbols": ["C", "C", "O", "O", "C", "C", "C", "C", "C", "N", "C", "C", "C", "C", "C", "C", "C", "O", "C", "B", "O", "O", "N", "C", "O", "C", "C", "C", "C", "C", "O", "C", "O", "H", "H", "H", "H", "H", "H", "H", "H", "H", "H", "H", "H", "H", "H", "H", "H", "H", "H", "H", "H", "H", "H", "H", "H", "H", "H", "H", "H", "H", "H", "H", "H", "H", "C", "C", "N", "C", "C", "C", "C", "H", "H", "H", "H", "H", "H", "H", "H", "H", "H", "H", "H", "H", "H", "H", "C", "C", "N", "C", "C", "C", "C", "H", "H", "H", "H", "H", "H", "H", "H", "H", "H", "H", "H", "H", "H", "H", "C", "C", "N", "C", "C", "C", "C", "H", "H", "H", "H", "H", "H", "H", "H", "H", "H", "H", "H", "H", "H", "H"], "xyz": [[0.398554, -3.189947, -1.872279], [-0.648545, -2.827145, -2.877173], [-0.465388, -2.111749, -3.814958], [-1.903021, -3.331258, -2.633395], [-2.090663, -4.744142, -2.773153], [-3.521381, -5.140893, -2.359838], [-3.684027, -5.484886, -0.867269], [-3.804440, -4.362992, 0.161084], [-2.481495, -3.696340, 0.587413], [-2.276024, -2.310494, 0.154844], [-2.691051, -1.336163, 1.159887], [-2.349102, 0.091937, 0.824880], [-2.267849, 0.996157, 1.886246], [-1.978719, 2.331801, 1.690730], [-1.750903, 2.800027, 0.404533], [-1.808485, 1.919903, -0.656709], [-2.119497, 0.582222, -0.452993], [-2.191258, -0.266007, -1.538186], [-3.760838, -6.489178, -3.132527], [-2.613891, -7.586292, -3.074870], [-2.825330, -8.722824, -2.294293], [-1.446181, -7.412704, -3.752177], [-4.079010, -6.090398, -4.544948], [-4.323691, -4.669435, -4.476594], [-4.219589, -3.932093, -5.407280], [-4.641435, -4.290766, -3.026417], [-4.809633, -2.785167, -2.857799], [-5.867739, -2.258820, -1.856796], [-7.036085, -3.192466, -1.538347], [-8.311107, -2.432396, -1.166153], [-8.038725, -1.217045, -0.465930], [-7.856687, -1.321037, 0.856498], [-7.421701, -0.441073, 1.529071], [0.031483, -2.982754, -0.870479], [0.627795, -4.255273, -1.937879], [1.300775, -2.630994, -2.091860], [-1.894939, -5.007081, -3.812274], [-1.378887, -5.276612, -2.139393], [-2.830522, -6.097744, -0.560961], [-4.557269, -6.133881, -0.790294], [-4.221998, -4.819957, 1.061266], [-4.527679, -3.613649, -0.146828], [-1.651939, -4.284573, 0.184589], [-2.412744, -3.732302, 1.673061], [-2.834963, -2.151519, -0.672189], [-2.192564, -1.596722, 2.093030], [-3.773159, -1.372867, 1.365518], [-2.429800, 0.633318, 2.893071], [-1.917392, 3.018063, 2.523347], [-1.508995, 3.841300, 0.246257], [-1.637288, 2.273611, -1.666068], [-2.614955, 0.196782, -2.267191], [-4.647909, -6.975738, -2.719274], [-2.807752, -9.540447, -2.798964], [-0.902869, -8.207439, -3.741905], [-4.973378, -6.493278, -4.803944], [-5.547952, -4.868814, -2.819920], [-5.068440, -2.390908, -3.840861], [-3.856631, -2.338656, -2.621619], [-5.369020, -1.987276, -0.926299], [-6.255004, -1.318053, -2.244932], [-6.771623, -3.823342, -0.686990], [-7.282960, -3.829664, -2.385688], [-8.964469, -3.062644, -0.559288], [-8.866794, -2.157138, -2.058322], [-8.149335, -2.307545, 1.252804], [4.713032, 2.009849, 5.504404], [3.770712, 1.742850, 4.340450], [2.448958, 2.308319, 4.531237], [1.470803, 1.824330, 3.572574], [1.667665, 2.169052, 2.092300], [2.414534, 3.732678, 4.812531], [3.050855, 4.685539, 3.790505], [4.279464, 1.667309, 6.444824], [5.650589, 1.475274, 5.345809], [4.956459, 3.068388, 5.603348], [3.651169, 0.659932, 4.240632], [4.252538, 2.088031, 3.411054], [0.485591, 2.176658, 3.891084], [1.438777, 0.734225, 3.669297], [1.425595, 3.209591, 1.877438], [0.998860, 1.555327, 1.485334], [2.687657, 1.976878, 1.756276], [2.898696, 3.896375, 5.778328], [1.369060, 4.011045, 4.966804], [4.023589, 4.326259, 3.451453], [3.206285, 5.663893, 4.249547], [2.421168, 4.835065, 2.914806], [0.273998, 5.682455, -2.155739], [-0.708455, 5.359771, -3.272339], [-2.025652, 5.927144, -3.053661], [-3.041906, 5.387405, -3.938498], [-2.913762, 5.656786, -5.443091], [-2.060091, 7.363604, -2.840574], [-1.478716, 8.269443, -3.935097], [-0.133443, 5.379967, -1.189785], [1.207310, 5.141395, -2.314818], [0.519969, 6.743728, -2.107239], [-0.825114, 4.272927, -3.316649], [-0.264975, 5.658892, -4.235727], [-4.013833, 5.748919, -3.592082], [-3.057390, 4.303616, -3.784266], [-3.170461, 6.683760, -5.699848], [-3.598725, 5.006171, -5.990025], [-1.907237, 5.453035, -5.809693], [-1.534143, 7.576790, -1.907022], [-3.099671, 7.642221, -2.651962], [-0.519109, 7.900895, -4.300108], [-1.311398, 9.269708, -3.531149], [-2.148555, 8.373022, -4.787351], [7.268758, 0.911802, 2.772475], [8.128925, -0.310292, 3.053693], [9.516183, -0.132900, 2.665739], [10.278264, -1.368065, 2.664292], [10.496196, -2.089741, 4.000454], [10.180506, 1.027603, 3.233063], [10.235182, 1.151707, 4.762263], [7.341746, 1.206621, 1.724856], [6.224616, 0.683858, 2.989745], [7.550104, 1.763826, 3.392665], [7.737537, -1.153612, 2.478427], [8.013338, -0.583697, 4.115813], [11.250223, -1.161615, 2.207958], [9.770483, -2.056332, 1.981458], [11.230312, -1.583693, 4.626132], [10.870884, -3.098035, 3.814042], [9.569931, -2.185002, 4.567962], [9.692382, 1.920669, 2.836295], [11.195536, 1.054601, 2.829317], [9.272258, 0.925782, 5.222725], [10.495404, 2.175659, 5.037083], [10.984645, 0.497796, 5.205610]], "atomic_forces_ev_per_a": [[0.09, -0.25, -0.03], [0.01, 0.00, -0.08], [-0.08, 0.14, -0.03], [-0.14, -0.09, 0.05], [-0.13, 0.73, 0.37], [0.03, -0.84, -0.06], [0.10, 0.44, -0.14], [0.06, -0.17, 0.44], [0.07, 0.23, -0.44], [-0.31, -0.18, 0.46], [-0.20, -0.17, -0.25], [0.26, 0.08, 0.34], [0.09, -0.02, -0.09], [0.02, 0.16, -0.07], [0.06, -0.02, 0.16], [-0.09, 0.22, -0.10], [-0.06, -0.03, -0.20], [-0.28, -0.05, 0.02], [-0.26, -0.06, -0.25], [0.11, -0.13, 0.21], [-0.36, 0.17, -0.42], [-0.20, -0.19, -0.28], [0.08, 0.52, 0.67], [0.02, -0.15, 0.07], [-0.35, 0.08, -0.31], [0.89, -0.18, -0.28], [-0.50, 0.06, 0.16], [0.27, -0.14, -0.16], [-0.12, 0.44, 0.34], [-0.03, -0.29, -0.15], [0.04, 0.15, 0.00], [0.07, -0.18, -0.02], [-0.02, 0.16, 0.05], [-0.07, 0.12, 0.09], [0.00, -0.03, 0.00], [0.05, 0.06, 0.05], [-0.01, -0.05, -0.07], [0.03, -0.13, -0.01], [0.02, -0.17, -0.10], [-0.13, 0.05, 0.07], [-0.16, -0.05, -0.03], [-0.03, 0.13, -0.09], [0.05, -0.16, 0.10], [0.17, 0.01, 0.08], [0.37, 0.02, -0.26], [0.04, 0.05, 0.09], [-0.08, -0.08, 0.06], [-0.04, -0.07, 0.05], [-0.03, -0.04, 0.11], [-0.03, 0.05, -0.11], [0.06, -0.03, -0.06], [0.18, 0.09, -0.13], [-0.04, 0.11, 0.27], [0.26, -0.17, 0.21], [0.19, 0.08, 0.10], [0.21, -0.27, -0.41], [-0.21, 0.25, 0.18], [0.00, -0.12, -0.11], [0.24, 0.11, 0.01], [-0.09, 0.07, 0.12], [-0.01, 0.05, -0.08], [0.10, -0.27, -0.14], [-0.02, -0.13, -0.02], [-0.08, -0.02, 0.02], [0.02, 0.22, -0.02], [-0.04, -0.07, 0.05], [0.04, 0.00, 0.00], [0.11, 0.01, 0.02], [-0.01, -0.02, 0.00], [-0.12, -0.11, -0.04], [-0.08, -0.01, -0.05], [0.01, 0.13, 0.08], [-0.06, 0.04, 0.03], [-0.04, 0.02, -0.01], [0.01, 0.00, 0.01], [0.00, 0.00, 0.00], [-0.06, 0.01, -0.07], [0.00, -0.02, 0.01], [0.01, 0.04, 0.01], [0.06, 0.00, 0.01], [0.04, 0.01, 0.01], [-0.01, 0.01, 0.00], [0.02, -0.01, 0.03], [0.03, -0.04, -0.01], [-0.02, -0.03, -0.05], [0.01, -0.01, 0.01], [0.00, 0.00, 0.00], [0.03, -0.05, -0.03], [0.02, -0.02, 0.01], [0.13, 0.00, 0.03], [0.01, -0.03, -0.01], [-0.11, -0.09, -0.02], [-0.05, 0.01, 0.00], [0.01, 0.14, 0.08], [-0.06, 0.04, 0.03], [-0.01, 0.03, 0.01], [0.00, -0.02, -0.01], [-0.02, 0.01, -0.02], [-0.06, 0.00, -0.06], [0.01, 0.00, 0.01], [0.01, 0.03, 0.01], [0.05, 0.00, 0.01], [0.05, 0.02, 0.01], [0.00, 0.00, 0.01], [0.01, -0.01, 0.01], [0.03, -0.04, -0.01], [-0.02, -0.03, -0.04], [0.01, -0.01, 0.01], [0.00, 0.00, 0.00], [0.03, -0.05, -0.03], [-0.04, -0.03, -0.01], [-0.05, 0.04, 0.07], [-0.01, -0.02, 0.02], [0.06, -0.11, -0.08], [0.05, -0.01, -0.02], [0.04, 0.15, 0.02], [0.06, 0.03, -0.02], [0.04, 0.01, 0.00], [-0.01, -0.01, -0.01], [-0.01, 0.01, 0.00], [0.03, -0.03, 0.00], [-0.01, 0.00, -0.01], [0.01, 0.03, 0.02], [-0.05, 0.02, 0.02], [-0.03, 0.03, 0.02], [0.00, 0.00, -0.01], [-0.01, 0.01, -0.01], [-0.04, -0.02, 0.00], [0.01, -0.05, 0.01], [-0.02, 0.01, -0.01], [0.00, 0.00, 0.00], [-0.05, -0.05, 0.01]], "lowdin_charge": [0.02, -0.51, 0.14, -0.04, -0.09, -0.30, -0.11, -0.14, -0.19, -0.06, -0.17, -0.13, -0.04, -0.10, -0.09, -0.02, -0.25, 0.03, -0.15, -0.60, 0.15, 0.19, 0.10, -0.42, 0.15, -0.14, -0.11, -0.17, -0.17, -0.18, -0.03, -0.37, 0.10, 0.07, 0.09, 0.09, 0.14, 0.13, 0.13, 0.12, 0.11, 0.08, 0.10, 0.11, 0.07, 0.12, 0.13, 0.12, 0.10, 0.09, 0.11, 0.12, 0.14, 0.10, 0.12, 0.13, 0.14, 0.12, 0.09, 0.09, 0.12, 0.11, 0.11, 0.12, 0.13, 0.15, -0.09, -0.28, -0.20, -0.25, -0.08, -0.25, -0.08, 0.08, 0.06, 0.07, 0.12, 0.09, 0.10, 0.11, 0.06, 0.06, 0.07, 0.10, 0.11, 0.07, 0.07, 0.05, -0.08, -0.28, -0.20, -0.25, -0.08, -0.25, -0.08, 0.06, 0.07, 0.07, 0.11, 0.10, 0.11, 0.10, 0.05, 0.07, 0.07, 0.10, 0.11, 0.07, 0.07, 0.05, -0.09, -0.27, -0.20, -0.25, -0.09, -0.25, -0.08, 0.08, 0.06, 0.07, 0.12, 0.10, 0.11, 0.11, 0.05, 0.07, 0.07, 0.10, 0.11, 0.06, 0.07, 0.05], "e_homo_ev": -7.957, "fmax_ev_per_a": 0.9, "lumo_energy_ev": -0.003, "homo_lumo_gap_ev": 7.95}

Record 3
{"formula": "C5H16O3", "method": "wB97M-V/def2-TZVPD", "symbols": ["C", "O", "C", "C", "C", "C", "H", "H", "H", "H", "H", "H", "H", "H", "H", "H", "H", "H", "H", "H", "O", "H", "H", "O"], "xyz": [[0.160252, 2.051077, 0.847088], [-0.691349, 2.279828, -0.280534], [1.465084, 1.489516, 0.345054], [1.315826, 0.241000, -0.525512], [2.215030, -0.958217, -0.121469], [1.361129, -2.143112, 0.314140], [0.333376, 2.994097, 1.380582], [-0.336251, 1.390148, 1.567567], [-1.509458, 2.710222, -0.019320], [2.138794, 2.236431, -0.082312], [2.040620, 1.224056, 1.243005], [0.284029, -0.083346, -0.585637], [1.505191, 0.495068, -1.573857], [2.961068, -1.196141, -0.878809], [2.821389, -0.626739, 0.728653], [1.056685, -2.250736, 1.363190], [1.921140, -3.079160, 0.193511], [0.418830, -2.152179, -0.241613], [-2.122896, -2.722223, 0.045737], [-2.230764, -1.658020, -0.966011], [-1.584198, -2.311178, -0.655395], [-3.029575, -0.010164, 0.862412], [-2.525469, 0.154944, -0.586713], [-3.222489, -0.243270, -0.050264]], "atomic_forces_ev_per_a": [[-0.29, 0.77, -0.15], [-0.08, -0.15, -0.19], [0.61, -0.49, 0.87], [0.58, -0.05, -0.87], [-0.29, 0.88, 1.14], [0.13, -1.14, -0.17], [0.05, -0.01, -0.07], [0.15, -0.28, -0.15], [0.08, 0.08, 0.19], [-0.53, 0.20, -0.43], [-0.24, -0.18, 0.08], [-0.31, -0.07, 0.44], [0.19, 0.14, 0.10], [-0.36, -0.26, -0.26], [0.08, -0.06, -0.01], [0.21, 0.94, 0.09], [-0.22, 0.01, -0.45], [0.52, -0.40, -0.05], [0.55, 0.03, -0.30], [0.30, -0.30, 0.02], [-0.95, -0.31, 0.13], [0.17, 0.02, -0.06], [0.04, 0.37, 0.33], [-0.38, 0.27, -0.23]], "lowdin_charge": [-0.27, -0.08, -0.20, -0.20, -0.24, -0.12, 0.11, 0.11, 0.08, 0.12, 0.11, 0.08, 0.11, 0.10, 0.09, 0.07, 0.07, 0.03, 0.06, 0.01, -0.08, 0.05, 0.04, -0.05], "relative_energy_kj_mol": 68.4, "e_homo_ev": -10.417, "fmax_ev_per_a": 1.5, "lumo_energy_ev": 0.437, "homo_lumo_gap_ev": 10.85}